{"formula": "C4H6O2", "method": "ωB97M-V with the def2-TZVPD basis set", "smiles": "CC(C=O)C=O", "mol_weight_g_mol": 86.1, "gap_ev": 10.7, "lumo_energy_ha": 0.02884, "relative_energy_kcal_mol": 60.50, "elements": ["C", "C", "C", "O", "C", "O", "H", "H", "H", "H", "H", "H"], "coordinates": [[-1.18, -0.41, -0.32], [0.33, -0.26, -0.54], [0.47, 1.20, -0.44], [0.72, 1.54, 0.71], [0.91, -0.55, 0.88], [0.20, -0.99, 1.75], [-1.70, -0.68, -1.25], [-1.06, -1.01, 0.71], [-1.63, 0.52, 0.04], [0.73, -0.85, -1.38], [0.22, 1.94, -1.21], [1.98, -0.44, 1.05]]}



{"formula": "C18H28N2O4", "method": "ωB97M-V with the def2-TZVPD basis set", "total_charge": -1, "mol_weight_g_mol": 336.4, "gap_ev": [7.7, 7.6], "s2": 0.754, "lumo_energy_ha": [0.10443, 0.10309], "multiplicity": 2, "elements": ["C", "C", "C", "C", "C", "N", "C", "O", "C", "C", "C", "C", "C", "C", "C", "C", "C", "C", "N", "O", "H", "H", "H", "H", "H", "H", "H", "H", "H", "H", "H", "H", "H", "H", "H", "H", "H", "H", "H", "H", "H", "H", "H", "H", "H", "C", "C", "O", "O", "H", "H", "H"], "coordinates": [[-0.69, 1.09, -3.78], [-0.57, 0.87, -2.25], [-0.91, 2.21, -1.57], [0.88, 0.45, -1.89], [1.05, -0.61, -0.80], [2.41, -1.15, -0.96], [0.94, 0.11, 0.56], [0.73, -0.78, 1.66], [-0.34, -0.49, 2.45], [-1.38, -1.38, 2.65], [-2.41, -1.03, 3.52], [-2.40, 0.19, 4.17], [-1.35, 1.08, 3.97], [-0.32, 0.74, 3.11], [0.09, -1.79, -0.94], [-1.21, -1.54, -1.74], [-2.36, -2.30, -1.05], [-1.08, -2.09, -3.17], [-1.56, -0.11, -1.76], [-2.76, 0.14, -2.13], [0.07, 0.53, -4.32], [-1.67, 0.79, -4.15], [-0.52, 2.14, -4.01], [-1.21, 2.07, -0.53], [-1.76, 2.66, -2.09], [-0.08, 2.91, -1.65], [1.45, 0.12, -2.76], [1.39, 1.35, -1.52], [3.09, -0.39, -0.90], [2.61, -1.79, -0.20], [0.20, 0.91, 0.57], [1.91, 0.60, 0.73], [-1.37, -2.34, 2.15], [-3.23, -1.72, 3.68], [-3.22, 0.46, 4.83], [-1.34, 2.04, 4.47], [0.52, 1.38, 2.88], [0.63, -2.58, -1.47], [-0.16, -2.19, 0.04], [-1.98, -3.23, -0.63], [-2.79, -1.68, -0.27], [-3.14, -2.55, -1.77], [-0.94, -3.17, -3.10], [-2.01, -1.90, -3.71], [-0.24, -1.66, -3.71], [4.37, 1.82, 3.01], [3.31, 2.17, 1.94], [2.39, 2.96, 2.28], [3.47, 1.62, 0.82], [4.16, 2.33, 3.95], [4.37, 0.74, 3.18], [5.36, 2.11, 2.66]]}



{"formula": "C5H8NOS", "method": "ωB97M-V with the def2-TZVPD basis set", "total_charge": 1, "mol_weight_g_mol": 130.2, "gap_ev": [5.2, 8.6], "s2": 2.025, "lumo_energy_ha": [-0.24001, -0.26212], "relative_energy_kcal_mol": 69.39, "multiplicity": 3, "elements": ["C", "C", "C", "C", "C", "N", "O", "S", "H", "H", "H", "H", "H", "H", "H", "H"], "coordinates": [[-2.70, -0.41, 0.47], [0.61, -0.69, 0.19], [0.23, 0.62, 0.89], [0.19, 0.05, -1.22], [-0.41, 1.16, -0.29], [-5.28, -0.93, 0.03], [-5.78, 0.05, 0.22], [-2.29, 0.90, -0.35], [-2.30, -1.09, 1.30], [1.66, -0.98, 0.21], [0.03, -1.48, 0.45], [-0.37, 0.53, 1.92], [1.15, 1.25, 1.23], [1.16, 0.48, -1.49], [-0.43, -0.39, -1.89], [-0.32, 2.16, -0.61]]}